{"formula": "C35H43ClGdP2Si2", "method": "ωB97M-V with the def2-TZVPD basis set", "elements": ["C", "C", "C", "H", "C", "C", "H", "H", "H", "H", "Gd", "Si", "C", "C", "H", "C", "H", "C", "H", "C", "H", "C", "H", "C", "C", "H", "C", "H", "C", "H", "C", "H", "C", "H", "H", "Si", "C", "C", "H", "C", "H", "C", "H", "C", "H", "C", "H", "C", "C", "H", "C", "H", "C", "H", "C", "H", "C", "H", "H", "Cl", "C", "P", "C", "C", "C", "P", "C", "C", "H", "H", "H", "H", "H", "H", "H", "H", "H", "H", "H", "H", "H", "H", "H", "H"], "xyz": [[-0.1023, 1.3828, 1.3016], [1.3141, 1.2346, 1.1678], [1.6820, 1.6447, -0.1560], [2.0098, 0.9183, 1.9519], [0.4929, 2.0534, -0.8373], [-0.6129, 1.8991, 0.0585], [-1.6298, 2.2595, -0.1209], [-0.6826, 1.2752, 2.2287], [2.6856, 1.6952, -0.5636], [0.4517, 2.4680, -1.8384], [0.2508, -0.3216, -0.3874], [3.5681, -2.1182, -5.6250], [4.3368, -3.7809, -5.8077], [3.9381, -4.8069, -6.6745], [2.9957, -4.7205, -7.2115], [4.7464, -5.9345, -6.8402], [4.4505, -6.7362, -7.5234], [5.9538, -6.0482, -6.1340], [6.5878, -6.9169, -6.2727], [6.3439, -5.0358, -5.2519], [7.2783, -5.1178, -4.6908], [5.5364, -3.9183, -5.0932], [5.8343, -3.1311, -4.3971], [3.5568, -1.3172, -7.2884], [4.8163, -1.2413, -7.9130], [5.6856, -1.7107, -7.4440], [4.9842, -0.5610, -9.1127], [5.9727, -0.4920, -9.5737], [3.8792, 0.0457, -9.7285], [4.0035, 0.5827, -10.6638], [2.6187, -0.0391, -9.1230], [1.7640, 0.4386, -9.6096], [2.4535, -0.7148, -7.9114], [1.4754, -0.7757, -7.4384], [4.4948, -1.3154, -4.8708], [2.0499, -1.5939, -3.4660], [2.1422, 0.2500, -3.5589], [3.4546, 0.7615, -3.4390], [4.2383, 0.1438, -3.0292], [3.8089, 1.9847, -4.0355], [4.8566, 2.2902, -4.0494], [2.8278, 2.7738, -4.6387], [3.0987, 3.7324, -5.0877], [1.5028, 2.3261, -4.6805], [0.7345, 2.9581, -5.1529], [1.1561, 1.0669, -4.1593], [0.1431, 0.6741, -4.3039], [3.1260, -2.2836, -2.0961], [3.8506, -1.5794, -1.1143], [3.5817, -0.5655, -0.8051], [5.0002, -2.1747, -0.5532], [5.6111, -1.6117, 0.1605], [5.3889, -3.4662, -0.9365], [6.3184, -3.9009, -0.5469], [4.6111, -4.1931, -1.8288], [4.9098, -5.1787, -2.1612], [3.4414, -3.6267, -2.3469], [2.8332, -4.2142, -3.0408], [2.0361, -2.1899, -4.8684], [0.1536, -2.4980, -3.2883], [-2.5449, -0.3029, -3.1227], [-2.4186, -0.5411, -1.3283], [-3.8439, 0.4362, -0.7155], [-3.0636, -2.2623, -1.0253], [-2.0106, -3.3342, -0.7446], [-1.0677, -3.4154, 0.8882], [-2.3760, -4.2579, 1.8843], [-1.1906, -1.7189, 1.6384], [-2.4590, 0.7698, -3.3396], [-3.5175, -0.6816, -3.4640], [-1.7363, -0.8454, -3.6266], [-3.8737, 0.4238, 0.3862], [-3.7405, 1.4788, -1.0543], [-4.7778, 0.0101, -1.1210], [-3.8060, -2.2127, -0.2228], [-3.5844, -2.4953, -1.9601], [-2.5054, -4.3197, -0.7933], [-1.2272, -3.3239, -1.5245], [-2.6393, -3.6525, 2.7552], [-3.2672, -4.4816, 1.2857], [-1.9449, -5.2050, 2.2294], [-1.7558, -0.9740, 1.0234], [-1.6912, -1.7883, 2.6147], [-0.1680, -1.3226, 1.8314]], "atomic_forces_ev_per_a": [[0.174, 1.743, 0.135], [-0.041, 1.103, 0.000], [-0.591, 1.042, 0.714], [-0.398, 0.017, -0.378], [0.159, 0.800, 0.974], [0.668, 1.380, 0.840], [0.445, -0.374, 0.063], [0.355, -0.179, -0.609], [-0.159, -0.144, 0.029], [-0.020, -0.210, 0.132], [0.916, -4.816, -2.481], [-0.691, -1.086, -2.173], [0.352, -0.314, 0.562], [0.195, -0.149, 0.103], [0.186, -0.047, -0.020], [0.100, 0.028, 0.098], [0.049, 0.340, 0.250], [-0.310, 0.444, 0.054], [-0.091, 0.048, 0.000], [0.102, -0.329, -0.138], [-0.298, -0.008, -0.213], [0.006, -0.035, 0.008], [0.014, -0.229, -0.174], [-0.280, 0.558, -0.694], [-0.058, 0.076, 0.092], [-0.201, 0.112, -0.121], [-0.252, 0.167, -0.250], [-0.337, -0.065, 0.153], [-0.076, -0.302, 0.613], [-0.043, -0.078, 0.122], [0.102, 0.088, -0.239], [0.253, -0.196, 0.201], [0.511, -0.011, -0.083], [0.091, 0.078, -0.127], [-0.016, 0.346, 1.036], [-0.389, 1.625, 4.587], [-0.380, -0.017, -0.062], [0.095, 0.786, -1.039], [0.084, -0.022, 0.131], [-0.289, -0.552, 0.486], [-0.342, 0.004, 0.132], [-0.174, -0.006, 0.019], [-0.126, -0.345, 0.125], [-0.273, -0.131, 0.116], [0.412, -0.403, 0.254], [0.361, 0.220, -0.550], [0.314, 0.238, 0.119], [-0.735, -0.066, -0.226], [0.947, -0.463, 0.079], [0.102, -0.230, -0.286], [-0.464, 0.116, -0.127], [-0.307, -0.252, -0.214], [0.329, 0.272, 0.146], [-0.447, 0.250, -0.139], [-0.705, 0.181, 0.037], [-0.015, -0.060, 0.171], [0.905, -0.301, 0.028], [0.217, 0.163, 0.086], [1.486, -0.689, -2.682], [0.278, 0.298, -0.221], [-0.132, -0.104, -0.201], [-0.861, -0.116, 0.457], [-0.102, 0.116, -0.091], [0.160, 0.270, -0.244], [0.551, -0.089, -0.173], [-0.457, -0.094, -0.332], [0.177, -0.368, 0.182], [0.031, 0.486, 0.155], [-0.030, -0.249, -0.019], [0.208, 0.192, -0.099], [-0.329, 0.220, 0.055], [-0.027, -0.015, -0.410], [-0.113, -0.334, 0.144], [0.275, 0.255, 0.213], [0.038, 0.027, -0.066], [-0.180, -0.242, 0.197], [0.342, 0.247, -0.070], [-0.628, -0.125, 0.331], [-0.091, -0.242, -0.099], [0.153, 0.132, 0.229], [-0.295, 0.149, 0.046], [0.168, -0.413, 0.546], [0.108, 0.158, -0.348], [-0.669, -0.271, 0.147]], "lumo_energy_ev": [-2.40, -2.50], "spin_multiplicity": 8, "orbital_gap_ev": [4.74, 8.71], "total_energy_ha": -3846.619866, "s2": 15.797, "charge": 1}

=====

{"formula": "C58H46BrN9O9PSTl", "method": "ωB97M-V with the def2-TZVPD basis set", "elements": ["Tl", "C", "O", "C", "C", "C", "Br", "C", "C", "C", "O", "C", "N", "C", "C", "C", "C", "C", "C", "N", "H", "H", "H", "H", "H", "H", "H", "H", "H", "H", "H", "O", "C", "C", "C", "C", "C", "C", "C", "N", "C", "C", "N", "H", "H", "H", "H", "H", "H", "H", "O", "C", "C", "C", "C", "C", "C", "C", "P", "C", "C", "C", "C", "C", "C", "C", "C", "C", "C", "C", "C", "H", "H", "H", "H", "H", "H", "H", "H", "H", "H", "H", "H", "H", "H", "O", "S", "O", "O", "C", "N", "C", "C", "C", "N", "C", "C", "C", "N", "C", "C", "H", "H", "H", "H", "H", "H", "O", "C", "N", "C", "O", "C", "C", "C", "C", "N", "C", "H", "H", "H", "H", "H", "H", "H", "H"], "xyz": [[-0.4384, 0.5573, 0.1649], [-2.8066, 3.3970, 0.1043], [-2.6932, 2.4002, -0.9049], [-2.8954, 2.6153, -2.2134], [-3.6469, 3.6260, -2.7733], [-3.7870, 3.6552, -4.1639], [-4.8244, 5.0327, -4.9432], [-3.2020, 2.7092, -4.9710], [-2.4059, 1.6992, -4.4067], [-2.2387, 1.6660, -3.0245], [-1.4303, 0.8087, -2.3775], [-1.6788, 0.7317, -5.2322], [-0.8892, -0.1941, -4.7349], [-0.3929, -0.8947, -5.8224], [0.4817, -1.9774, -5.8680], [0.8093, -2.4797, -7.1103], [0.2816, -1.9244, -8.2868], [-0.5894, -0.8530, -8.2562], [-0.9121, -0.3534, -7.0004], [-1.7341, 0.6834, -6.5923], [-3.8571, 3.5734, 0.3575], [-2.3326, 4.3277, -0.2280], [-2.5373, 1.7648, 1.3657], [-4.1361, 4.3640, -2.1533], [-3.3409, 2.7716, -6.0405], [-1.0522, 0.1664, -3.0459], [0.8804, -2.4009, -4.9567], [1.4852, -3.3201, -7.1846], [0.5627, -2.3485, -9.2408], [-0.9959, -0.4306, -9.1639], [-2.2638, 1.2937, -7.1882], [-2.2645, -0.4563, 0.5127], [-2.7285, -1.6410, 0.1651], [-4.0367, -1.9496, 0.5821], [-4.6213, -3.1602, 0.2943], [-3.9284, -4.1287, -0.4312], [-2.6479, -3.8484, -0.8473], [-2.0237, -2.6270, -0.5578], [-0.6457, -2.4368, -1.0060], [-0.0301, -1.2931, -1.2885], [1.2459, -1.6237, -1.7018], [1.4008, -2.9687, -1.6675], [0.1997, -3.4678, -1.2252], [-4.5705, -1.1884, 1.1359], [-5.6309, -3.3563, 0.6303], [-4.3850, -5.0781, -0.6675], [-2.1164, -4.5871, -1.4342], [1.9610, -0.8722, -1.9822], [2.2350, -3.6049, -1.8976], [0.0033, -4.4335, -1.0151], [-0.6946, 2.5508, 0.7971], [-2.0291, 2.7323, 1.2275], [-2.0565, 3.3622, 2.5963], [-2.6394, 4.5867, 2.8812], [-2.6711, 5.0632, 4.1857], [-2.1254, 4.3138, 5.2143], [-1.5312, 3.0897, 4.9373], [-1.4843, 2.6105, 3.6353], [-0.6127, 1.0389, 3.2310], [1.0869, 1.4677, 3.7541], [1.5532, 2.7720, 3.5659], [2.8779, 3.0942, 3.8214], [3.7569, 2.1229, 4.2806], [3.3028, 0.8272, 4.4756], [1.9816, 0.5007, 4.2082], [-1.1982, -0.1667, 4.4670], [-0.6816, -0.3252, 5.7514], [-1.1759, -1.3135, 6.5891], [-2.1936, -2.1514, 6.1543], [-2.7194, -1.9967, 4.8804], [-2.2200, -1.0145, 4.0389], [-3.0828, 5.1745, 2.0872], [-3.1274, 6.0204, 4.3989], [-2.1540, 4.6834, 6.2306], [-1.0965, 2.5103, 5.7424], [0.8765, 3.5359, 3.2061], [3.2193, 4.1113, 3.6771], [4.7866, 2.3769, 4.4950], [3.9766, 0.0613, 4.8368], [1.6508, -0.5208, 4.3579], [0.1153, 0.3181, 6.1033], [-0.7593, -1.4361, 7.5796], [-2.5628, -2.9342, 6.8025], [-3.5041, -2.6544, 4.5307], [-2.6055, -0.9159, 3.0299], [2.4013, -8.7609, 3.3917], [2.2592, -8.0021, 2.1679], [0.9350, -7.4667, 1.9191], [2.9304, -8.5461, 1.0035], [3.2584, -6.5196, 2.5036], [4.5224, -6.6870, 2.9045], [5.2363, -5.5934, 3.0985], [4.7387, -4.3111, 2.8891], [3.4218, -4.2536, 2.4734], [2.6882, -5.3439, 2.2872], [2.7015, -2.9977, 2.1360], [1.3104, -2.9967, 2.2143], [0.6213, -1.8922, 1.7702], [1.2281, -0.8288, 1.2248], [2.5594, -0.8096, 1.1913], [3.3311, -1.8573, 1.6570], [6.2606, -5.7382, 3.4269], [5.3448, -3.4332, 3.0593], [0.7990, -3.8796, 2.5717], [-0.4621, -1.8682, 1.8014], [3.0222, 0.0502, 0.7286], [4.4067, -1.8105, 1.5615], [-0.1516, 3.5214, -4.5252], [0.9043, 4.4475, -4.3109], [2.1215, 3.8650, -4.7820], [2.8677, 2.9591, -4.0901], [3.7757, 2.3374, -4.5929], [2.5679, 2.8202, -2.6224], [3.3218, 3.5170, -1.6883], [3.0926, 3.2971, -0.3401], [2.1310, 2.3719, 0.0228], [1.4274, 1.6826, -0.8786], [1.6203, 1.9198, -2.1735], [-0.9797, 3.8871, -4.1905], [1.0054, 4.6828, -3.2467], [0.7306, 5.3753, -4.8639], [2.2928, 3.8598, -5.7782], [4.0820, 4.2143, -2.0169], [3.6495, 3.8209, 0.4230], [1.9176, 2.1723, 1.0641], [1.0129, 1.3542, -2.8695]], "atomic_forces_ev_per_a": [[0.253, -0.253, -0.327], [0.033, 0.067, -0.084], [-0.151, -0.101, -0.072], [0.122, -0.023, 0.059], [-0.004, -0.025, -0.044], [-0.004, -0.021, 0.028], [-0.015, 0.024, -0.015], [0.002, -0.014, 0.044], [0.031, -0.048, 0.088], [-0.041, 0.217, -0.066], [-0.009, -0.229, -0.334], [-0.028, 0.014, 0.133], [-0.083, 0.131, 0.100], [0.018, 0.006, 0.079], [-0.006, 0.009, -0.020], [-0.007, 0.007, -0.012], [0.000, -0.004, 0.000], [0.037, -0.034, 0.039], [-0.070, 0.064, -0.046], [0.028, -0.021, -0.013], [0.020, -0.006, -0.002], [-0.015, -0.028, 0.029], [0.022, 0.000, -0.058], [0.002, 0.001, 0.007], [-0.014, 0.006, -0.021], [-0.100, 0.058, 0.083], [0.018, -0.012, 0.033], [0.014, -0.018, -0.004], [0.008, -0.010, -0.014], [-0.019, 0.019, -0.039], [0.016, -0.017, 0.013], [-0.065, 0.040, 0.195], [-0.068, -0.140, -0.081], [0.038, 0.006, 0.019], [-0.011, -0.076, -0.037], [-0.011, 0.035, 0.017], [-0.012, 0.000, 0.016], [0.064, 0.072, 0.018], [-0.213, -0.012, -0.028], [0.171, -0.005, 0.064], [-0.010, -0.012, -0.012], [0.008, 0.010, 0.028], [-0.039, 0.043, -0.039], [-0.009, 0.022, 0.016], [-0.028, -0.009, 0.006], [-0.011, -0.028, -0.007], [0.002, -0.023, -0.012], [0.066, 0.033, -0.020], [0.038, -0.033, -0.023], [0.030, -0.042, 0.034], [-0.107, 0.070, 0.014], [-0.044, 0.029, 0.083], [0.139, -0.108, 0.093], [-0.024, 0.004, -0.004], [-0.014, 0.016, -0.009], [0.026, -0.010, 0.035], [-0.052, 0.051, -0.028], [-0.024, 0.015, -0.059], [-0.080, -0.048, 0.106], [-0.022, 0.139, -0.037], [0.015, -0.055, -0.020], [-0.002, -0.017, 0.021], [0.018, 0.017, 0.003], [0.011, -0.023, -0.017], [-0.008, -0.119, -0.060], [0.078, 0.078, 0.042], [-0.052, 0.054, 0.077], [-0.004, 0.000, -0.019], [0.024, 0.009, -0.013], [-0.033, -0.033, -0.003], [0.045, -0.040, -0.026], [0.002, 0.026, -0.024], [-0.016, 0.025, -0.003], [-0.005, -0.002, 0.015], [0.005, -0.017, 0.014], [-0.032, 0.036, -0.003], [0.004, 0.021, -0.002], [0.014, 0.001, -0.004], [0.020, -0.010, 0.008], [-0.011, -0.007, -0.033], [0.007, 0.005, -0.009], [0.007, 0.000, 0.028], [-0.025, -0.011, 0.018], [-0.008, -0.012, -0.001], [-0.026, 0.025, -0.036], [-0.062, -0.051, -0.054], [0.049, 0.032, 0.157], [-0.060, -0.033, -0.059], [-0.019, -0.023, -0.065], [0.074, 0.003, -0.060], [0.025, -0.043, 0.040], [0.074, 0.001, -0.014], [-0.090, -0.051, 0.021], [0.077, 0.155, -0.084], [-0.086, 0.048, -0.005], [-0.008, -0.049, 0.067], [0.024, 0.050, 0.004], [0.007, -0.104, 0.011], [-0.017, 0.084, 0.290], [-0.024, -0.044, -0.072], [0.015, -0.033, -0.080], [0.007, 0.000, 0.021], [0.012, 0.035, 0.002], [-0.044, -0.002, 0.012], [-0.035, 0.024, 0.048], [0.044, 0.073, 0.028], [0.034, 0.020, 0.021], [0.198, 0.100, 0.028], [-0.066, -0.017, -0.033], [-0.086, 0.058, -0.084], [0.060, 0.100, 0.052], [0.034, -0.074, -0.037], [0.133, 0.051, 0.008], [0.006, -0.032, 0.047], [-0.034, -0.035, -0.068], [0.109, 0.045, -0.059], [-0.028, 0.131, 0.092], [-0.018, -0.195, -0.081], [-0.044, 0.030, -0.002], [-0.005, -0.012, -0.079], [-0.005, -0.062, 0.030], [-0.014, 0.020, 0.035], [0.007, 0.010, -0.001], [0.008, 0.013, 0.017], [-0.032, 0.011, 0.072], [-0.039, 0.012, -0.035]], "lumo_energy_ev": -0.72, "orbital_gap_ev": 6.49, "total_energy_ha": -6893.866274, "de_lowest_ev": 0.8551}

=====

{"formula": "C3H5NO2", "method": "ωB97M-V with the def2-TZVPD basis set", "elements": ["O", "C", "C", "N", "C", "O", "H", "H", "H", "H", "H"], "xyz": [[1.0515, -0.5762, -1.5044], [0.1446, -0.6565, -0.4488], [0.5712, -0.4042, 1.0282], [-0.5198, 0.5993, 1.1610], [-0.7798, 0.4854, -0.0869], [-1.6476, 1.2022, -0.7992], [1.5179, 0.2694, -1.4550], [-0.3872, -1.6039, -0.5741], [0.4879, -1.2422, 1.7268], [1.5558, 0.0659, 1.1249], [-1.9946, 1.8608, -0.1726]], "atomic_forces_ev_per_a": [[0.144, 0.326, 0.000], [-0.210, -0.134, 0.188], [0.323, -0.237, 0.193], [-0.033, 0.045, -0.342], [-0.007, 0.096, 0.233], [-0.003, 0.017, 0.127], [-0.056, -0.168, -0.033], [0.017, 0.161, 0.044], [0.032, 0.080, -0.123], [-0.103, -0.152, -0.048], [-0.104, -0.034, -0.241]], "lumo_energy_ev": 0.75, "orbital_gap_ev": 10.85, "total_energy_ha": -322.502458, "de_lowest_ev": 1.9558}